Entry 1:
44
Properties=species:S:1:pos:R:3:forces:R:3:mulliken_charge:R:1 method="wB97M-V/def2-TZVPD" largest_force_ev_per_a=1.77 gap_ev=9.2
C -5.3858 -0.4764 -2.4128 0.014 0.021 0.036 -1.066
N -5.0509 -0.2873 -1.0187 0.061 0.016 0.022 -0.117
C -4.1986 0.8689 -0.8176 -0.121 0.139 0.207 -0.552
C -3.9894 1.0968 0.6817 0.008 0.211 -0.371 -1.089
N -3.4044 -0.0816 1.2743 -0.441 -0.109 -0.067 0.068
C -2.1590 -0.2282 1.7679 0.432 0.261 0.207 0.981
O -1.7217 -1.2990 2.1388 0.206 -0.175 0.060 -0.648
C -1.3051 1.0304 1.8879 0.186 0.021 -0.183 -0.955
S -0.7835 1.6221 0.2337 -0.551 -0.010 -0.218 -0.201
C 0.9210 1.6376 0.4620 0.467 -0.119 0.729 0.337
N 1.5903 1.4250 1.5519 -1.543 -0.041 -0.103 -0.252
N 2.8919 1.5596 1.2327 1.621 0.262 -0.669 -0.542
C 2.9595 1.8459 -0.0204 0.036 -0.082 0.725 0.729
C 4.1704 2.0996 -0.8534 -0.112 0.212 -0.398 -0.495
O 5.3248 1.5058 -0.3380 0.058 -0.156 0.169 -0.446
C 5.3693 0.1384 -0.2244 0.180 -0.246 0.020 0.673
C 4.3970 -0.7343 -0.6932 -0.077 0.301 -0.109 -0.169
C 4.5640 -2.1006 -0.5316 0.074 -0.086 0.025 -0.685
C 5.6910 -2.6061 0.0873 -0.059 -0.152 -0.020 -0.523
C 6.6642 -1.7340 0.5499 -0.008 0.051 -0.008 -0.373
C 6.5073 -0.3721 0.3967 -0.122 0.224 -0.063 -0.545
O 1.7235 1.9143 -0.5902 -0.089 -0.040 -0.050 -0.322
C -4.2257 -1.2559 1.0560 0.062 -0.462 -0.133 -1.005
C -4.4317 -1.4677 -0.4423 -0.104 0.005 0.280 -0.576
H -5.8917 0.4149 -2.7807 -0.030 0.008 -0.089 0.329
H -4.5020 -0.6641 -3.0419 0.021 -0.010 -0.029 0.373
H -6.0634 -1.3237 -2.5027 -0.030 -0.028 -0.078 0.344
H -4.6884 1.7437 -1.2504 0.036 0.016 -0.016 0.432
H -3.2126 0.7456 -1.3023 -0.061 -0.002 -0.017 0.348
H -3.3654 1.9748 0.8326 -0.030 0.019 0.091 0.537
H -4.9649 1.2647 1.1517 0.086 0.109 -0.035 0.351
H -1.8309 1.8407 2.3909 0.056 -0.016 0.008 0.526
H -0.3895 0.7826 2.4235 -0.197 -0.027 0.036 0.411
H 4.3815 3.1755 -0.8637 -0.058 -0.201 -0.088 0.346
H 3.9615 1.7778 -1.8851 0.052 0.055 0.134 0.323
H 3.5052 -0.3745 -1.1837 -0.068 0.047 -0.036 0.381
H 3.7986 -2.7705 -0.8948 -0.060 -0.040 -0.025 0.357
H 5.8105 -3.6715 0.2111 0.009 -0.088 0.013 0.376
H 7.5486 -2.1179 1.0359 0.079 -0.015 0.041 0.358
H 7.2499 0.3235 0.7530 0.101 0.084 0.058 0.409
H -3.7203 -2.1124 1.5028 -0.107 0.116 -0.029 0.436
H -5.1944 -1.1009 1.5401 0.018 -0.039 -0.021 0.348
H -5.0934 -2.3215 -0.6005 0.043 -0.017 -0.011 0.471
H -3.4570 -1.6879 -0.9141 -0.038 -0.017 0.005 0.321

Entry 2:
16
Properties=species:S:1:pos:R:3:forces:R:3:mulliken_charge:R:1 method="wB97M-V/def2-TZVPD" largest_force_ev_per_a=4.69 charge=+1 gap_ev=9.9
N -1.9165 -1.2996 0.1731 1.101 0.336 -3.373 -0.198
C -1.1700 -0.4155 -0.4177 -0.625 1.403 0.126 0.188
C -0.9232 0.9849 0.1811 3.929 -1.971 0.491 -0.664
C 0.7016 1.2724 -0.0833 -0.231 1.686 -0.398 -0.584
C 1.3635 0.0257 -0.0060 -1.136 -0.985 -0.771 0.287
N 0.9314 -1.1506 -0.0680 -0.343 0.039 0.697 -0.372
C 2.3995 -0.8946 0.0927 3.846 -2.672 -0.270 -0.297
H -2.1720 -2.1189 -0.3291 0.033 -0.755 -0.611 0.275
H -2.3153 -1.2986 1.0432 -0.717 0.851 2.878 0.207
H -0.9038 -0.5100 -1.4766 -0.359 -0.582 0.468 0.363
H -0.9559 0.7657 1.2731 -0.841 1.325 -0.589 0.330
H -1.4571 1.7477 -0.3756 -0.584 0.009 0.647 0.368
H 1.4233 1.9084 0.4834 -1.784 0.398 0.833 0.354
H 0.9443 1.7400 -1.0522 -0.677 -0.409 -0.226 0.338
H 3.0022 -1.2587 -0.7868 -0.562 0.915 0.745 0.198
H 2.9534 -1.1642 1.0341 -1.048 0.411 -0.646 0.204

Entry 3:
15
Properties=species:S:1:pos:R:3:forces:R:3:mulliken_charge:R:1 method="wB97M-V/def2-TZVPD" largest_force_ev_per_a=2.60 gap_ev=11.0
C -0.3365 0.8011 1.2299 0.671 -0.154 0.425 -1.320
C 0.0706 0.0122 -0.0009 1.175 -0.604 0.056 1.627
C 0.3482 0.8505 -1.2370 0.124 -0.084 -0.007 -1.571
C -0.7341 -1.2452 -0.2709 0.122 -0.128 -0.012 -1.607
O 1.5114 -0.4107 0.4417 -0.589 -0.575 -1.463 -0.677
H -1.1702 0.3926 1.8141 0.208 0.063 -0.257 0.297
H 0.6666 0.5145 1.6294 -1.333 1.508 1.651 0.368
H -0.4312 1.8880 1.1083 -0.018 -0.384 -0.117 0.307
H 0.9655 1.7097 -0.9577 -0.041 -0.128 -0.074 0.392
H 0.9076 0.2356 -1.9443 -0.039 0.142 -0.077 0.349
H -0.5572 1.2282 -1.7316 0.074 -0.207 0.319 0.353
H -1.7199 -1.0583 -0.7163 0.264 0.228 0.106 0.354
H -0.1624 -1.8725 -0.9585 -0.149 -0.092 0.029 0.375
H -0.9029 -1.7907 0.6647 0.071 0.004 -0.138 0.418
H 1.5446 -1.2550 0.9292 -0.541 0.410 -0.441 0.335

Entry 4:
43
Properties=species:S:1:pos:R:3:forces:R:3:mulliken_charge:R:1 method="wB97M-V/def2-TZVPD" largest_force_ev_per_a=0.55 gap_ev=8.0
O 1.8776 -0.8968 -1.7176 0.253 -0.207 0.046 -0.644
C 0.9846 -0.1075 -1.9339 -0.218 0.380 -0.311 0.953
C 1.2033 1.1812 -2.7360 0.233 0.042 -0.040 -1.574
N 1.6168 2.3373 -1.9710 -0.156 -0.232 0.000 0.214
C 0.5916 3.0516 -1.2195 0.042 0.376 0.017 -0.477
C 0.9204 3.0870 0.2831 -0.136 0.003 -0.142 -1.304
N 1.4332 1.8154 0.7154 0.133 0.215 -0.120 0.203
C 0.6617 0.8934 1.3835 -0.063 -0.252 0.266 0.685
C -0.7330 0.9882 1.4192 0.131 0.058 0.104 -0.531
C -1.5146 0.1003 2.1368 -0.075 -0.023 0.119 -1.016
C -0.9296 -0.9423 2.8243 0.034 0.003 0.067 -0.870
C 0.4506 -1.0658 2.7993 -0.048 0.101 0.006 -0.583
C 1.2452 -0.1649 2.1151 -0.206 -0.153 0.066 1.277
O 2.6123 -0.2770 2.1720 0.119 0.056 0.042 -0.568
C 2.7215 1.5041 0.1294 0.411 -0.144 -0.104 -0.764
C 2.8591 2.2027 -1.2424 0.091 0.091 0.113 -1.166
N -0.2971 -0.2666 -1.4924 -0.406 0.265 -0.130 0.035
C -0.8266 -1.3179 -0.7607 -0.158 -0.472 0.231 0.379
C -0.0880 -2.3790 -0.2443 -0.002 0.005 -0.051 -0.426
C -0.7407 -3.3774 0.4613 -0.189 0.106 -0.095 -0.505
C -2.1110 -3.2957 0.6313 0.221 -0.231 0.066 -0.491
N -2.8268 -2.2922 0.1468 -0.214 0.278 -0.141 -0.565
C -2.2064 -1.3495 -0.5114 0.235 -0.422 0.108 0.449
Cl -3.2070 -0.0658 -1.1034 -0.193 0.386 -0.176 -0.222
H 0.2991 1.4429 -3.2913 0.023 -0.042 -0.025 0.442
H 2.0024 0.9703 -3.4547 -0.179 -0.126 0.029 0.440
H -0.3833 2.5831 -1.3730 -0.009 0.009 0.011 0.276
H 0.5323 4.0798 -1.6042 -0.173 -0.026 0.121 0.392
H 1.6940 3.8413 0.4696 -0.109 0.028 0.005 0.377
H 0.0438 3.3675 0.8654 0.076 0.062 -0.013 0.504
H -1.2310 1.7717 0.8701 0.000 0.101 -0.097 0.301
H -2.5870 0.2231 2.1440 -0.109 -0.001 -0.042 0.397
H -1.5281 -1.6489 3.3770 -0.062 -0.073 0.050 0.441
H 0.9296 -1.8674 3.3483 0.065 -0.073 0.039 0.283
H 2.8373 -1.0346 2.7249 -0.066 0.112 -0.052 0.313
H 3.5353 1.8359 0.7885 0.038 -0.062 -0.108 0.561
H 2.8107 0.4276 0.0016 0.030 0.185 0.017 0.517
H 3.5616 1.6413 -1.8590 0.070 0.053 0.034 0.390
H 3.2609 3.2126 -1.1102 0.109 -0.086 0.014 0.366
H -0.9894 0.4311 -1.7425 0.345 -0.087 -0.052 0.137
H 0.9766 -2.4097 -0.4063 0.015 0.023 0.006 0.523
H -0.1856 -4.2063 0.8699 0.053 -0.087 0.047 0.443
H -2.6728 -4.0467 1.1673 0.044 -0.139 0.076 0.411

Entry 5:
25
Properties=species:S:1:pos:R:3:forces:R:3:mulliken_charge:R:1 method="wB97M-V/def2-TZVPD" largest_force_ev_per_a=3.02 charge=-1 gap_ev=7.2
C -2.1615 0.3325 -0.0429 -0.604 -1.303 1.058 0.313
C -3.2749 0.8823 -0.8890 -2.247 -1.622 1.206 -1.190
C -2.2356 -1.3122 -0.0782 -1.207 1.867 -1.833 0.442
O -3.3046 -1.7417 -0.5695 -0.280 -0.092 0.385 -0.732
O -1.2618 -1.9570 0.2502 2.101 -0.761 1.164 -0.672
H -1.2410 0.7919 -0.3174 1.230 -0.271 -0.192 -0.191
H -2.3111 0.5910 1.0448 -0.040 -0.028 -0.907 0.147
H -3.2243 0.7592 -1.9714 0.341 -0.315 0.113 0.262
H -3.4986 1.8980 -0.6842 -0.111 1.323 0.223 0.412
H -4.1551 0.2480 -0.4909 0.897 1.156 -1.199 0.240
C 2.8109 -1.6647 0.7097 1.035 0.185 -0.012 -1.648
C 1.2237 1.8005 1.2036 1.477 -1.271 -1.211 -0.459
C 1.2489 2.2928 -0.1370 0.785 -1.649 -0.233 -0.494
C 1.8787 0.5416 1.4102 -1.404 -0.066 -1.603 -0.320
C 2.3156 -0.3107 0.3581 -0.528 1.618 1.330 1.008
C 1.7177 1.4323 -1.1831 -0.386 -0.804 1.225 -0.462
C 2.1978 0.1052 -0.9405 0.041 2.547 0.697 -0.493
H 0.7223 2.3405 2.0089 0.388 -0.123 -0.213 0.364
H 0.9775 3.3108 -0.4184 -0.380 -0.359 0.266 0.339
H 1.8525 -0.1074 2.2536 -0.293 0.778 1.561 0.246
H 1.5533 1.7041 -2.2109 0.287 0.467 -0.227 0.331
H 2.3218 -2.3678 0.0674 0.221 -0.695 -0.494 0.367
H 2.5822 -1.9546 1.7058 -0.709 -0.060 0.980 0.430
H 2.7088 -0.5055 -1.6387 -0.284 -0.390 -1.318 0.417
H 3.9156 -1.7168 0.7406 -0.330 -0.133 -0.764 0.343

Entry 6:
29
Properties=species:S:1:pos:R:3:forces:R:3:mulliken_charge:R:1 method="wB97M-V/def2-TZVPD" largest_force_ev_per_a=12.03 charge=-1 gap_ev=4.9
C -1.2173 -0.1045 -4.4498 0.233 -0.948 -8.452 -1.142
Ba -1.6103 -0.4202 -2.4945 -2.775 -1.173 11.651 0.761
N -1.9643 0.6026 0.6169 -2.077 1.149 1.209 -0.527
N -3.5847 1.7824 -2.2370 -0.692 0.865 -0.228 -0.644
H -1.2873 1.3448 0.7769 0.198 -0.139 -0.134 0.218
H -3.2206 -2.0415 -1.9036 -0.574 -0.516 -0.015 -0.325
H -0.6179 -1.1355 -4.2084 0.338 3.355 -2.376 0.151
H -0.9950 1.0769 -4.3371 0.154 -3.209 -1.390 0.219
H -2.1953 -0.6339 -4.9421 2.039 2.136 0.367 0.207
H -3.3042 2.6729 -1.8057 -0.033 -0.474 -0.255 0.224
H -4.4458 1.5111 -1.7501 0.451 -0.161 -0.141 0.225
H -3.8880 2.0161 -3.1934 0.208 -0.096 0.501 0.237
H -2.8855 1.0061 1.0013 1.643 -0.756 -0.830 0.207
H -1.7386 -0.1148 1.3028 0.200 -0.155 -0.301 0.150
C 3.3817 -1.8351 1.5442 0.170 -0.129 0.142 -0.967
Si 2.0767 -0.4828 1.6087 -0.128 0.043 -0.429 0.123
C 0.7841 -0.9493 2.8954 -0.028 -0.151 0.286 -0.937
C 2.8908 1.1334 2.1184 0.176 0.118 0.204 -0.943
C 1.3278 -0.2707 -0.0124 -2.714 1.111 -6.439 0.374
C 0.8118 -0.0688 -1.2367 3.307 -0.994 6.773 -1.080
H 3.9171 -1.9313 2.4992 -0.066 -0.019 -0.134 0.275
H 4.1160 -1.6153 0.7591 -0.143 -0.013 0.126 0.280
H 2.9236 -2.8038 1.3072 0.058 0.175 0.032 0.278
H 1.2660 -1.1950 3.8540 -0.135 0.048 -0.132 0.270
H 0.0742 -0.1306 3.0767 0.146 -0.138 -0.070 0.259
H 0.2138 -1.8314 2.5696 0.136 0.216 0.044 0.286
H 3.5719 1.4733 1.3280 -0.123 -0.079 0.131 0.280
H 2.1336 1.9146 2.2625 0.120 -0.128 -0.025 0.267
H 3.4655 1.0300 3.0496 -0.090 0.063 -0.115 0.276

Entry 7:
11
Properties=species:S:1:pos:R:3:forces:R:3:mulliken_charge:R:1 method="wB97M-V/def2-TZVPD" largest_force_ev_per_a=5.76 gap_ev=8.0
O 1.3985 1.3007 -0.5192 -0.911 -1.475 -3.292 -0.434
C 1.0234 0.6972 -1.5363 0.213 2.553 1.152 0.178
S 0.5264 -1.0241 -1.4385 0.052 -0.449 -0.116 0.017
N 0.4650 -1.5227 0.2438 0.929 3.642 1.784 -0.303
C -0.1319 -0.3262 1.0976 0.824 -3.225 0.097 0.438
O 0.0329 -0.0924 2.2645 2.057 -0.620 -0.429 -0.444
C -1.4032 0.2180 0.7157 -4.993 2.559 -1.302 -0.175
S -1.9437 1.4026 -0.3752 1.253 -2.485 2.079 -0.127
H 0.7969 1.2874 -2.7115 0.779 -1.975 3.336 0.259
H 1.4044 -1.8128 0.6916 -1.709 0.766 -1.135 0.319
H -2.1686 -0.1277 1.5675 1.508 0.709 -2.175 0.274